No. 1
{"formula": "C26H54N2O7P2", "method": "ωB97M-V/def2-TZVPD", "total_charge": 0, "symbols": ["C", "C", "C", "C", "C", "C", "C", "P", "O", "O", "O", "C", "C", "C", "O", "C", "N", "N", "P", "C", "O", "C", "C", "C", "C", "C", "C", "O", "C", "C", "C", "C", "C", "C", "C", "H", "H", "H", "H", "H", "H", "H", "H", "H", "H", "H", "H", "H", "H", "H", "H", "H", "H", "H", "H", "H", "H", "H", "H", "H", "H", "H", "H", "H", "H", "H", "H", "H", "H", "H", "H", "H", "H", "H", "H", "H", "H", "H", "H", "H", "H", "H", "H", "H", "H", "H", "C", "O", "H", "H", "H"], "coordinates": [[-2.351180, 4.904480, 2.697800], [-1.542074, 4.507147, 1.297021], [-2.413525, 3.579653, 0.269458], [-2.220791, 1.933898, 0.521562], [-0.805753, 1.509543, -0.130926], [0.109320, 0.361006, 0.559254], [1.428472, 0.466907, -0.464633], [3.148896, 0.241055, 0.250537], [4.115314, 0.194942, -1.051378], [3.523201, -1.232252, 1.074788], [3.805368, 1.639860, 1.130264], [0.512538, 1.116068, 1.997622], [0.602854, -0.119696, 3.072018], [-0.054904, 0.396989, 4.423001], [1.958262, -0.561446, 3.548972], [2.762902, 0.588240, 3.982464], [3.558213, 1.513818, 4.409296], [0.174682, -1.361062, 2.273586], [-0.293410, -2.857865, 3.206767], [1.346874, -3.703227, 3.839897], [-1.178652, -2.540399, 4.642251], [-0.486978, -1.171902, 0.869291], [0.247524, -2.396421, 0.047556], [-0.178295, -2.543687, -1.561132], [1.104836, -3.111135, -2.449968], [0.698456, -3.417075, -4.025458], [0.954598, -2.095431, -4.964728], [2.364879, -1.675222, -4.989829], [2.777732, -1.319292, -6.365866], [3.958906, -0.139863, -6.363734], [-2.089408, -1.476837, 0.891966], [-2.948952, -0.924413, 2.159247], [-2.953952, -1.213741, -0.461387], [-4.587202, -1.046731, -0.263367], [-5.178597, -0.839209, -1.815221], [-3.076285, 5.792875, 2.445839], [-1.531974, 5.330844, 3.443759], [-2.950942, 4.000009, 3.148762], [-1.378245, 5.549739, 0.738910], [-0.451141, 4.092383, 1.504260], [-2.181352, 3.742737, -0.866440], [-3.558328, 3.797960, 0.447106], [-3.192906, 1.486808, 0.002099], [-2.335248, 1.802160, 1.677386], [-0.169198, 2.521371, -0.092541], [-0.996589, 1.174232, -1.259256], [1.341420, -0.288503, -1.386146], [1.470227, 1.521136, -1.030009], [4.161183, -1.823355, 0.578625], [3.892952, 2.378649, 0.458665], [1.368227, 1.910671, 1.927665], [-0.333832, 1.776257, 2.520484], [-1.200177, 0.322383, 4.590667], [0.225370, 1.542851, 4.613465], [0.450365, -0.179433, 5.339411], [1.154615, -1.698607, 1.998601], [0.989677, -4.615840, 4.498946], [1.957428, -2.982486, 4.567840], [2.055321, -4.024379, 2.962463], [-1.912935, -3.250773, 4.666941], [0.059183, -3.469848, 0.467574], [1.432864, -2.283072, -0.041620], [-1.082930, -3.303179, -1.693053], [-0.517555, -1.482902, -1.981463], [1.449197, -4.137054, -1.982425], [2.026475, -2.388588, -2.460223], [1.328346, -4.325779, -4.432518], [-0.454157, -3.700032, -4.147588], [0.521627, -2.286842, -6.050470], [0.338844, -1.193555, -4.484061], [3.184859, -2.287432, -6.930864], [1.890174, -0.866895, -7.010955], [4.736119, -0.466696, -5.547489], [3.465274, 0.908020, -6.131211], [4.390909, -0.131812, -7.462324], [-2.138743, -2.669938, 1.016691], [-3.740929, -1.769609, 2.451054], [-3.560975, 0.051047, 2.021960], [-2.270895, -0.783205, 3.091755], [-2.605147, -0.334944, -1.144039], [-2.876062, -2.194116, -1.140445], [-5.077460, -2.036891, 0.122628], [-4.907073, -0.079960, 0.315232], [-5.110079, -1.842937, -2.446001], [-6.264710, -0.402726, -1.811350], [-4.462445, -0.074384, -2.387711], [3.289336, 5.265789, 0.003778], [2.385901, 4.313354, -0.173037], [3.916936, 5.205411, 0.909111], [4.063460, 5.379000, -0.774185], [2.921865, 6.303387, 0.078756]], "forces_ev_per_angstrom": [[0.8, 0.3, -0.7], [-0.1, 1.2, -0.6], [-0.4, -0.9, 0.4], [-1.2, 1.7, -0.2], [-1.0, 0.2, -0.6], [0.6, 3.0, -0.5], [-1.2, -0.8, -0.4], [7.9, 1.6, -5.5], [-3.9, -0.3, 4.3], [-1.3, 1.5, -0.2], [-2.2, -3.3, -1.0], [-1.1, -1.0, 0.8], [0.5, 3.3, 0.4], [-0.2, -0.1, 2.3], [2.0, 4.1, 0.3], [4.3, 4.1, 2.3], [-7.1, -8.1, -3.7], [2.1, 0.1, 2.0], [-1.2, -3.4, 0.8], [0.9, 1.3, 1.4], [0.2, -1.0, -1.2], [0.4, 0.1, -0.9], [0.8, -0.4, -2.4], [0.1, 0.3, -0.4], [-0.5, -0.7, -0.3], [0.0, 0.4, -0.3], [-1.0, 0.1, 0.5], [-1.4, -0.2, -2.1], [0.7, 0.8, -1.1], [-1.1, -1.1, 0.1], [-1.2, -1.2, 0.5], [-0.2, -0.6, 1.0], [-0.6, -0.9, -1.2], [-0.1, 0.2, -1.9], [0.9, 0.2, -0.2], [1.2, -1.9, 0.6], [-1.9, -1.1, -1.4], [1.2, 1.8, -0.8], [-0.1, -2.3, 1.2], [-2.3, 0.7, -0.5], [-0.3, 0.0, 2.2], [2.2, -0.3, -0.4], [2.3, 0.5, 1.1], [0.5, -0.1, -2.1], [-1.1, -2.4, -0.3], [0.5, 1.0, 2.3], [0.4, 1.3, 2.3], [0.2, -2.0, 1.8], [-0.9, 1.7, 0.2], [-0.7, -0.5, 0.3], [-0.9, -1.9, 0.0], [1.3, -1.6, -1.9], [2.0, 0.0, -0.8], [-0.4, -2.6, -0.8], [-1.3, 1.1, -2.0], [-1.0, 0.5, 0.1], [0.6, 1.8, -1.6], [-1.2, -1.6, -1.6], [-1.6, 0.6, 1.6], [1.6, 1.8, -0.3], [0.1, 2.2, -0.2], [-2.5, 0.1, 0.7], [1.9, 1.7, 0.3], [0.7, -2.3, 0.8], [-0.6, 2.0, -0.8], [-1.8, -1.2, 0.2], [-1.2, 1.9, 0.8], [2.5, 0.6, 0.4], [1.0, 0.3, 2.2], [1.1, -1.8, -1.0], [-0.9, 2.0, 1.3], [1.6, -1.1, 1.5], [-1.3, 1.0, -1.8], [1.2, -2.3, -0.3], [-0.6, 0.0, 2.4], [0.3, 2.7, -0.2], [1.8, 1.9, -0.7], [1.4, -1.8, -0.1], [-1.2, -0.2, -1.5], [-0.4, -1.5, 1.6], [0.0, 2.2, 1.4], [1.0, 2.1, -0.3], [0.7, -2.1, -0.8], [-0.3, 2.1, 1.5], [2.1, -1.0, 0.0], [-1.7, -1.5, 1.3], [1.1, 1.1, 0.2], [-1.1, -1.8, 0.0], [0.2, -0.3, 0.6], [0.2, -0.2, -0.6], [-0.6, 0.4, 0.0]], "mulliken_charge": [-1.059, -0.178, -0.942, 0.479, -1.727, 0.887, 0.095, 0.750, -0.792, -0.583, -0.486, -1.073, 1.017, -1.199, -0.322, 0.425, -0.535, -0.186, 0.237, -0.872, -0.491, 0.395, -1.080, -0.304, -0.554, -0.733, -0.347, -0.271, -0.383, -0.902, 0.014, -0.909, -0.421, -0.286, -1.017, 0.335, 0.304, 0.212, 0.389, 0.081, 0.323, 0.408, -0.149, -0.171, 0.577, 0.412, -0.084, 0.710, 0.340, 0.282, 0.202, 0.168, 0.253, 0.450, 0.307, 0.657, 0.398, 0.232, 0.274, 0.393, 0.609, 0.120, 0.438, -0.063, 0.332, 0.319, 0.323, 0.290, 0.399, 0.116, 0.250, 0.299, 0.264, 0.260, 0.307, 0.732, 0.348, 0.182, -0.145, -0.046, 0.136, 0.321, 0.287, 0.286, 0.333, 0.240, -0.976, -0.696, 0.251, 0.275, 0.258]}

---

No. 2
{"formula": "C26H55AsCl2NS2", "method": "ωB97M-V/def2-TZVPD", "total_charge": -1, "symbols": ["C", "C", "C", "C", "C", "C", "C", "C", "N", "C", "C", "C", "C", "C", "C", "C", "C", "C", "S", "S", "C", "C", "C", "As", "C", "C", "C", "Cl", "C", "C", "C", "Cl", "H", "H", "H", "H", "H", "H", "H", "H", "H", "H", "H", "H", "H", "H", "H", "H", "H", "H", "H", "H", "H", "H", "H", "H", "H", "H", "H", "H", "H", "H", "H", "H", "H", "H", "H", "H", "H", "H", "H", "H", "H", "H", "H", "H", "H", "H", "H", "H", "H", "H", "H", "H", "H", "H", "H"], "coordinates": [[-0.843789, 1.406628, 3.815720], [-2.128816, 1.412404, 4.644455], [-3.430665, 1.005333, 3.905689], [-3.363205, 0.864295, 2.384977], [-3.288365, 2.202725, 1.623556], [-4.024251, 2.203039, 0.269726], [-3.080470, 2.087731, -0.942690], [-2.662323, 0.636796, -1.213855], [-3.167535, 0.134781, -2.499862], [-3.398731, -1.327366, -2.471884], [-2.354781, -2.176655, -1.720523], [-2.813532, -2.658771, -0.326331], [-2.546622, -4.139508, -0.042033], [-1.177278, -4.442174, 0.590403], [-0.749663, -3.466429, 1.689569], [0.281509, -4.042925, 2.679945], [1.515854, -3.150712, 2.880923], [-2.378845, 0.571364, -3.608585], [-3.038797, 1.485019, -4.770134], [-0.683626, 0.007604, -3.734315], [0.238746, 1.549955, -4.051743], [0.669513, 2.287985, -2.780899], [2.164699, 2.643220, -2.776402], [3.368602, 1.028114, -2.346631], [4.413186, 2.096242, -0.918083], [3.729773, 2.184801, 0.446833], [2.753085, 3.326468, 0.648403], [3.461685, 4.949644, 0.385571], [4.479030, -0.695215, -2.056173], [4.766631, -1.063018, -0.616747], [6.220316, -0.901155, -0.175176], [4.333126, -2.845911, -0.317754], [-0.800745, 2.264978, 3.147149], [0.020441, 1.477743, 4.479859], [-0.723422, 0.491516, 3.238030], [-2.259320, 2.412406, 5.060395], [-1.982856, 0.730576, 5.484397], [-4.190909, 1.764263, 4.113620], [-3.810208, 0.076309, 4.336536], [-2.536495, 0.213633, 2.089099], [-4.272131, 0.343245, 2.066734], [-2.243107, 2.453795, 1.431490], [-3.700148, 2.984813, 2.267264], [-4.639390, 3.098321, 0.156308], [-4.716181, 1.357329, 0.217232], [-2.200583, 2.707939, -0.776554], [-3.608307, 2.447923, -1.826953], [-1.572925, 0.536977, -1.179378], [-3.045891, -0.020144, -0.430003], [-4.387088, -1.479180, -2.033540], [-3.460703, -1.654739, -3.511402], [-2.140120, -3.058451, -2.331924], [-1.413111, -1.637809, -1.649083], [-3.889496, -2.473993, -0.235384], [-2.344555, -2.032747, 0.432410], [-2.593239, -4.672150, -0.997696], [-3.336711, -4.577186, 0.573179], [-1.228414, -5.442712, 1.034310], [-0.404646, -4.508218, -0.180459], [-1.635774, -3.132059, 2.236626], [-0.327750, -2.568452, 1.229430], [-0.207570, -4.138065, 3.652847], [0.583974, -5.043365, 2.372092], [1.914450, -3.229064, 3.892327], [2.304911, -3.394203, 2.171826], [1.263184, -2.101473, 2.714661], [1.105748, 1.225557, -4.623381], [-0.374572, 2.168936, -4.706682], [0.469061, 1.685317, -1.892765], [0.087590, 3.214851, -2.729727], [2.444201, 2.998765, -3.776261], [2.334847, 3.484359, -2.101123], [4.398590, 1.496097, -3.474898], [2.517144, 0.196038, -3.420651], [2.333003, 0.535178, -1.199762], [5.419494, 1.696136, -0.778337], [4.550579, 3.098071, -1.333140], [3.132037, 1.281257, 0.628449], [4.478547, 2.215647, 1.247975], [1.898414, 3.222612, -0.018516], [2.370908, 3.333083, 1.667232], [3.873792, -1.482332, -2.507777], [5.397411, -0.621683, -2.644494], [4.091929, -0.538488, 0.054753], [6.400390, 0.088666, 0.244120], [6.883028, -1.017867, -1.035086], [6.508235, -1.652267, 0.558676]], "forces_ev_per_angstrom": [[0.1, 0.1, 0.2], [0.0, -0.1, -0.2], [0.1, 0.2, 0.0], [-0.1, 0.0, -0.1], [-0.1, -0.3, 0.0], [0.2, 0.0, -0.3], [-0.5, -0.2, 0.2], [0.3, 0.1, 0.0], [0.2, -0.4, 0.2], [0.2, 0.3, -0.3], [-0.1, -0.4, 0.1], [-0.2, 0.2, -0.2], [0.4, 0.0, -0.2], [-0.1, -0.2, 0.2], [0.2, 0.0, -0.2], [-0.1, 0.4, 0.3], [-0.1, 0.0, -0.2], [0.0, 0.0, -0.2], [-0.2, 0.2, 0.0], [-0.2, 0.1, 0.5], [-0.1, -0.1, -0.3], [0.4, 0.4, -0.1], [-0.4, 0.0, -0.3], [0.0, 0.1, -0.2], [0.0, 0.2, 0.2], [0.3, 0.0, 0.1], [-0.3, -0.4, 0.1], [0.1, 0.2, 0.0], [-0.1, -0.3, 0.1], [0.3, -0.2, -0.2], [0.1, 0.0, -0.1], [-0.1, 0.0, 0.1], [0.0, -0.1, -0.2], [0.0, 0.0, 0.0], [0.0, 0.0, -0.1], [0.1, 0.0, 0.1], [-0.1, 0.1, 0.1], [-0.1, -0.1, 0.1], [0.1, -0.1, -0.1], [0.0, 0.0, 0.0], [0.0, 0.0, 0.0], [0.0, 0.1, 0.2], [0.0, 0.0, 0.0], [0.1, 0.1, 0.1], [-0.1, 0.1, 0.1], [0.0, 0.1, -0.1], [0.2, 0.1, -0.1], [0.1, 0.0, 0.0], [-0.1, 0.1, -0.1], [0.0, 0.0, 0.1], [-0.1, 0.0, 0.0], [0.0, 0.0, 0.0], [0.1, 0.0, 0.0], [0.0, 0.0, 0.0], [-0.1, 0.0, 0.1], [-0.1, -0.1, 0.1], [0.0, 0.2, 0.2], [0.0, 0.0, -0.1], [0.0, 0.2, 0.0], [0.0, 0.0, 0.0], [0.0, 0.0, 0.0], [0.0, -0.2, 0.0], [0.0, -0.1, 0.0], [0.1, -0.1, 0.0], [0.1, 0.0, 0.0], [0.0, 0.0, 0.1], [0.0, -0.1, 0.1], [0.0, -0.1, 0.0], [-0.2, -0.1, 0.1], [-0.2, -0.1, 0.3], [0.1, -0.1, 0.0], [0.1, -0.1, 0.1], [0.0, 0.0, 0.1], [0.1, 0.0, 0.0], [0.0, 0.0, 0.1], [0.0, -0.1, -0.2], [0.0, 0.0, -0.1], [0.0, 0.0, 0.0], [0.0, 0.1, 0.0], [0.1, 0.2, -0.1], [0.0, 0.0, 0.0], [-0.1, 0.2, 0.0], [0.1, 0.1, 0.1], [-0.1, -0.1, 0.1], [-0.1, 0.0, 0.0], [0.0, 0.0, 0.0], [-0.1, 0.1, 0.1]], "mulliken_charge": [-1.069, -0.312, -1.118, -0.106, -0.299, -1.416, -0.921, 0.030, 0.068, -1.213, -0.540, 0.374, -1.280, -0.811, -0.193, -0.551, -1.003, -0.010, -0.270, -0.150, -0.787, 0.095, -1.723, 0.272, -1.536, -0.017, -0.361, -0.241, -1.524, 1.354, -1.309, -0.313, 0.215, 0.424, 0.213, 0.278, 0.327, 0.325, 0.382, -0.278, 0.695, 0.190, 0.428, 0.434, 0.490, 0.313, 0.539, 0.163, 0.062, 0.463, 0.320, 0.654, 0.411, 0.483, -0.530, 0.377, 0.367, 0.464, 0.266, 0.323, 0.237, 0.270, 0.382, 0.377, 0.213, 0.212, 0.478, 0.556, -0.058, 0.352, 0.479, 0.470, 0.065, -0.026, -0.143, 0.444, 0.678, 0.033, 0.291, -0.099, 0.405, 0.569, 0.245, -0.352, 0.280, 0.294, 0.427]}

---

no.,DFT total energy (Eh),HOMO-LUMO gap (eV),lowest unoccupied orbital energy (hartree)
1,-2341.3287,4.13,-0.030
2,-5030.7905,5.86,0.073